Entry 1:
117
Properties=species:S:1:pos:R:3 method="wB97M-V/def2-TZVPD" e_lumo_ha="0.069 / 0.068" total_charge=-1 gap_ev="6.21 / 6.04" multiplicity=2 mol_weight_g_mol=848.88 s_squared=0.77
C -1.51 -2.04 -4.93
C 5.10 0.35 0.20
C -3.76 3.62 0.96
H -6.07 0.09 1.19
H 0.17 5.08 0.70
C -0.03 3.83 -3.09
C -1.80 2.30 1.76
H 0.13 -3.02 -3.93
C 3.05 2.71 5.84
H -5.10 1.78 2.63
C -0.60 -2.23 -3.88
C -1.23 -4.45 1.79
H -1.37 1.29 1.84
C 1.39 -0.25 3.22
N 6.88 -0.36 -2.95
H 0.02 6.13 -0.72
H 2.94 -4.13 -1.23
C -1.88 -3.51 -0.39
H 4.23 -3.15 1.49
H 2.27 -5.57 -0.48
C 3.28 -2.71 1.17
O 0.98 0.03 2.02
H 0.81 -3.24 -1.93
C 4.23 0.31 -2.03
H 4.32 0.26 -3.10
H 3.49 -2.08 0.30
C 2.14 -4.68 2.10
H -3.22 0.65 -3.78
O 0.70 2.39 -0.74
B -0.26 -0.13 -0.85
H -4.77 2.12 -2.40
C 2.84 1.39 6.25
H -1.67 -3.42 -1.46
H 2.08 0.54 -2.11
H 3.12 -5.04 2.40
N 2.76 0.59 -0.17
C -6.26 0.86 0.44
H 3.47 3.44 6.52
H -1.23 2.86 1.03
H -2.10 -2.51 0.00
C -0.16 5.12 -0.34
H -1.63 2.77 2.73
C -0.65 -1.37 -2.79
H -6.46 1.96 -1.98
C -0.72 -4.18 0.36
H -4.43 -0.48 -2.16
N 0.12 -1.30 -1.64
H 0.31 -6.11 0.25
H -2.11 -5.10 1.74
H 2.62 5.47 -1.88
H -1.23 4.94 -0.37
H 0.43 3.08 -3.73
C -1.61 -0.33 -2.75
H 3.07 3.82 -2.32
C -5.23 -0.40 -1.42
C 2.96 0.49 -1.49
H -0.49 -4.94 2.41
H 3.10 1.08 7.26
H -3.63 0.95 3.14
H 2.90 -2.07 1.97
C -2.49 -0.15 -3.79
C 2.16 2.20 3.62
H 6.11 -0.73 -3.47
H 3.59 0.66 1.71
C 2.86 -4.68 -0.29
O 7.68 0.14 -0.89
C 2.55 4.42 -1.58
H 2.13 -0.53 5.63
O 1.31 -1.38 3.68
H -2.77 -4.12 -0.28
C 2.72 3.09 4.56
H -6.39 1.81 0.94
H -1.10 3.59 -3.01
H 3.87 -5.01 -0.02
P 0.66 -2.91 0.52
Cr 0.93 1.07 0.50
H -1.47 -2.70 -5.78
H 1.50 -5.55 1.94
C -2.44 -1.01 -4.88
H 0.06 4.80 -3.58
H -3.34 3.88 -0.01
C -4.02 1.88 2.75
H -3.12 -0.87 -5.71
H -3.44 4.39 1.67
H 2.89 4.11 4.24
H -5.15 -1.27 -0.77
C 1.96 0.87 4.05
C 3.81 0.54 0.66
H 3.07 4.31 -0.63
C 6.73 -0.01 -1.64
C -3.30 2.25 1.44
P -3.47 0.83 0.22
C -5.16 0.91 -0.62
C -2.32 1.41 -1.14
H -1.31 -6.09 -0.44
C 0.98 -2.40 -1.25
H 5.93 0.30 0.89
H 0.02 -5.35 -1.32
H -1.52 -3.52 2.27
H -6.18 -0.45 -1.96
H -7.22 0.61 -0.05
N -1.42 0.37 -1.57
C 2.31 0.50 5.35
C -5.45 2.08 -1.56
H -3.83 2.66 3.48
Si 0.76 3.87 -1.39
H -2.89 1.78 -1.99
H -5.42 3.04 -1.05
H 1.72 -4.09 2.92
C 5.32 0.23 -1.17
C 2.28 -3.83 0.84
H 2.03 -2.13 -1.34
H -4.85 3.68 0.89
C -0.40 -5.50 -0.32
S 1.80 2.88 2.05
H 7.81 -0.64 -3.22
H -1.73 2.25 -0.78

---

Entry 2:
15
Properties=species:S:1:pos:R:3 method="wB97M-V/def2-TZVPD" e_above_lowest_kj_mol=0.0 e_lumo_ha=-0.433 total_charge=+2 gap_ev=7.79 mol_weight_g_mol=206.82
O -0.04 0.57 0.06
H 0.87 1.39 2.42
Sn -0.13 -3.23 1.03
H 2.18 0.10 2.41
C -1.58 0.46 -1.82
C -0.54 -0.26 -1.03
C 1.60 0.80 1.82
H 0.33 -0.57 -1.65
H -0.90 -1.12 -0.40
H -2.02 -0.29 -2.58
H 2.30 1.36 1.24
H -1.26 1.33 -2.34
O 0.82 -1.24 1.07
C 0.74 -0.04 0.92
H -2.36 0.75 -1.14

---

Entry 3:
92
Properties=species:S:1:pos:R:3 method="wB97M-V/def2-TZVPD" e_above_lowest_kj_mol=305.8 e_lumo_ha=-0.020 gap_ev=8.50 mol_weight_g_mol=614.80
H -0.77 -3.19 -1.31
C -1.76 6.25 -3.14
C -4.27 0.73 -1.19
H -2.09 -2.53 5.88
H -2.12 -6.13 4.10
N -3.70 0.84 -6.78
C -1.80 0.03 -1.14
H 0.97 0.30 -3.06
C -2.43 -5.11 3.89
H -2.53 -1.81 -0.29
H -2.44 5.71 -2.47
H -1.72 4.69 -4.59
H 3.09 1.37 4.20
O -2.73 1.54 0.45
H 6.25 -1.77 2.83
C 7.76 -4.65 4.73
H -4.71 -0.21 -0.86
H -0.74 6.04 -2.82
H -1.88 -1.48 2.20
H -3.38 9.07 -2.72
C 6.03 -3.98 1.86
H -1.23 6.27 -5.22
H 4.28 -0.68 0.95
H -4.34 -1.38 -2.95
O -1.85 -4.28 4.89
C -4.05 -0.33 -4.82
H 8.67 -4.72 5.33
H -0.05 1.17 0.77
H -4.87 1.56 -0.84
H 2.14 -0.07 3.78
C 0.44 0.84 1.68
C -4.18 0.74 -2.70
O -3.27 5.93 -5.02
O 7.26 -3.28 1.85
H 2.11 -1.39 0.10
H 6.20 -4.97 1.44
O -1.96 7.65 -3.02
C -1.96 -4.74 2.50
H -0.30 0.78 2.47
H -4.50 7.27 -5.92
H -0.79 1.70 -2.03
H -0.64 -2.51 1.48
C 0.19 -1.54 -2.27
H 0.96 -2.14 -2.72
H -4.04 7.46 -3.06
C -0.79 0.63 -1.89
C -3.85 0.93 -5.46
H -3.71 3.09 -5.16
H 3.83 -0.23 4.32
S -3.81 -0.71 -7.14
H 3.36 -1.50 2.23
C -1.94 5.76 -4.56
C -4.00 2.00 -3.35
O 3.59 0.55 2.41
H -3.99 2.89 -2.73
C 3.13 0.38 3.75
C -3.25 8.01 -2.54
H -2.94 7.95 -5.42
C 2.17 -0.51 0.74
O 0.98 -0.47 1.51
C -1.78 -1.34 -0.92
C -1.39 -2.44 2.27
H -2.39 -5.45 1.79
N -4.04 -1.36 -5.69
H -3.32 7.82 -1.47
H 7.99 -4.95 3.70
C 7.27 -2.13 2.68
C -3.84 2.12 -4.69
C -2.90 0.84 -0.53
C -0.78 -2.12 -1.48
C 7.93 -2.40 4.01
O 7.22 -3.35 4.79
H 7.02 -5.33 5.14
H 1.21 1.56 1.97
H 7.95 -1.46 4.58
C 3.40 -0.60 1.60
H 2.23 0.37 0.09
H 7.83 -1.35 2.15
H 5.29 -3.45 1.24
H -3.49 -3.61 5.97
O -2.38 -3.44 2.11
C -3.44 7.07 -5.84
H -3.16 -2.71 4.47
H 5.63 -4.08 2.87
C 0.19 -0.16 -2.46
H -0.89 -2.51 3.24
H -0.87 -4.82 2.44
H -3.04 6.89 -6.85
C -2.70 -3.23 5.32
H -3.52 -5.06 3.94
C -4.22 -0.41 -3.42
H 8.96 -2.72 3.86